Formula: C18H20Cl3N3O2Tc
Source: the OMol25 dataset
Level of theory: ωB97M-V with the def2-TZVPD basis set

Its multiplicity is 4. The highest occupied orbital energy (alpha / beta) is -14.8919 / -15.6649 eV. The calculation puts the frontier orbital gap (alpha / beta) at 7.465 / 6.089 eV. Its net charge is +2. The electronic energy is -2473.3945 hartree.

Each line ends with the Löwdin charge.
CARTESIAN COORDINATES (ANGSTROEM)
Tc1 -0.70380 0.21778 -1.04953  1.5781
C1 -3.26859 -0.51782 0.35056  -0.0379
N1 -1.89404 -0.01112 0.67436  -0.3062
C2 -2.01934 1.31391 1.35870  -0.0191
C3 -1.14357 -0.94261 1.51941  -0.1946
C4 -1.75233 -1.69008 2.49298  0.0220
C5 -0.97199 -2.50469 3.31387  0.0234
C6 0.41810 -2.55820 3.15382  -0.0089
C7 1.04077 -1.80149 2.19378  0.0311
C8 0.27129 -0.96964 1.34357  -0.2222
N2 0.72484 -0.17800 0.33299  -0.0097
C9 1.97120 0.43630 0.15137  -0.1721
C10 3.21513 0.05763 0.66797  0.0278
C11 4.32879 0.83350 0.39961  -0.0189
C12 4.22866 1.98644 -0.37017  -0.0056
C13 3.00103 2.36362 -0.90503  0.0075
C14 1.89952 1.58065 -0.65596  -0.1983
N3 0.57345 1.92004 -1.20440  -0.3431
C15 0.60978 1.93243 -2.69899  -0.0389
C16 0.08735 3.23844 -0.69853  -0.0204
H1 -3.89404 -0.46408 1.23997  0.1045
H2 -3.20457 -1.53745 -0.01402  0.0588
H3 -3.69660 0.11970 -0.41840  0.1060
H4 -2.62535 1.19406 2.25718  0.1171
H5 -2.51082 2.01854 0.68979  0.1009
H6 -1.03378 1.67255 1.64566  0.0906
H7 -2.82201 -1.65293 2.64167  0.1311
H8 -1.45044 -3.09398 4.08488  0.1347
H9 1.00920 -3.20997 3.78286  0.1338
H10 2.10324 -1.89804 2.06783  0.1042
H11 3.34615 -0.84184 1.24148  0.1021
H12 5.28962 0.52786 0.79073  0.1308
H13 5.10529 2.58884 -0.56555  0.1309
H14 2.92918 3.25963 -1.50894  0.1309
H15 1.33944 2.65318 -3.06618  0.1133
H16 -0.37068 2.21218 -3.08838  0.1060
H17 0.90946 0.94481 -3.07433  0.1124
H18 0.71364 4.03443 -1.10020  0.1083
H19 0.14572 3.25212 0.38562  0.0985
H20 -0.93859 3.39857 -1.02778  0.0989
Cl1 -0.20042 -3.26909 -1.02613  0.6429
C17 -1.46126 -3.39093 -2.29660  -1.5100
Cl2 -0.96160 -4.52712 -3.50597  0.7264
Cl3 -2.99324 -3.86989 -1.54936  0.6875
C18 -1.69134 -2.00556 -2.91534  -0.6984
O1 -1.86506 -1.80887 -4.06527  0.1672
O2 -1.78741 -1.01381 -1.97560  -0.3234


Formula: C18H20Cl3Si
Source: the OMol25 dataset
Level of theory: ωB97M-V with the def2-TZVPD basis set

Its multiplicity is 1. The highest occupied orbital energy is -11.8195 eV. The calculation puts the frontier orbital gap at 5.907 eV. As for the energy above the lowest of the compared OMol25 structures with the same formula, charge and spin: 0.026 eV. Its net charge is +1. The electronic energy is -2367.8578 hartree.

Each line ends with the Löwdin charge.
CARTESIAN COORDINATES (ANGSTROEM)
C1 0.54573 0.03437 -2.28933  -0.0782
C2 1.19704 -1.23795 -1.88172  -0.4663
C3 0.58718 -2.39184 -2.09847  0.0433
C4 2.54107 -1.20317 -1.24899  -0.3222
Si1 3.98476 -1.09818 -2.43799  -0.5125
Cl1 5.77800 -0.98004 -1.36368  0.2689
Cl2 4.09232 -2.78009 -3.67554  0.2858
Cl3 3.85568 0.59792 -3.65197  0.2863
H1 1.08972 0.89830 -1.90681  0.0613
H2 0.50142 0.11202 -3.37663  0.0920
H3 -0.47213 0.08291 -1.90087  0.0762
H4 1.03948 -3.32437 -1.82079  0.0665
H5 -0.38749 -2.42421 -2.54467  0.0697
H6 2.63437 -0.34261 -0.58879  0.0649
H7 2.70460 -2.09641 -0.64678  0.0869
C5 -0.28095 4.94707 -0.66484  -0.0156
C6 -0.31501 3.60567 -0.01929  -0.2213
C7 0.85253 3.01636 0.45392  -0.0061
C8 0.83334 1.76761 1.02293  0.0028
C9 -0.36421 1.03331 1.14918  -0.1894
C10 -0.28937 -0.26047 1.72819  0.1415
C11 -1.26638 -1.26674 1.94116  -0.1782
C12 -0.88322 -2.39667 2.69637  0.0084
C13 -1.77085 -3.40233 2.97889  -0.0385
C14 -3.07279 -3.33107 2.51766  -0.0138
C15 -3.47378 -2.25523 1.74635  -0.0359
C16 -2.59011 -1.24827 1.45016  0.0098
C17 -1.54448 1.67274 0.71720  0.0183
C18 -1.51329 2.91712 0.13856  0.0048
H8 -1.25445 5.21609 -1.07507  0.0888
H9 0.00426 5.72308 0.04580  0.1038
H10 0.43604 4.96694 -1.48577  0.1007
H11 1.78090 3.55570 0.37612  0.1307
H12 1.74318 1.33338 1.39926  0.1238
H13 0.69250 -0.52591 2.08765  0.1300
H14 0.12886 -2.45824 3.05739  0.1243
H15 -1.45285 -4.25147 3.56157  0.1212
H16 -3.77021 -4.11747 2.74919  0.1239
H17 -4.48273 -2.21272 1.36788  0.1219
H18 -2.90979 -0.47664 0.78130  0.0967
H19 -2.49833 1.22476 0.89992  0.0982
H20 -2.43057 3.37676 -0.18867  0.1266


Formula: C18H20Cl42I2O3
Source: the OMol25 dataset
Level of theory: ωB97M-V with the def2-TZVPD basis set

Its multiplicity is 1. The highest occupied orbital energy is -9.1906 eV. The calculation puts the frontier orbital gap at 9.016 eV. Its net charge is 0. The electronic energy is -20846.9586 hartree.

Each line ends with the Löwdin charge.
CARTESIAN COORDINATES (ANGSTROEM)
C1 5.87055 2.57057 -0.87575  -0.1543
C2 4.94501 1.34655 -0.95500  -0.7620
I1 6.01928 -0.36244 -1.69345  0.8576
C3 3.67558 1.66434 -1.74841  -0.8082
I2 3.66416 1.10199 -3.81187  0.8756
O1 2.57342 1.10836 -1.02760  -0.0449
C4 1.48414 1.89875 -0.91065  -0.6147
O2 1.02605 2.18552 0.15582  0.1577
O3 0.89882 2.22635 -2.08957  0.0836
H1 5.82541 3.01638 0.11813  0.0767
H2 5.58364 3.32399 -1.60838  0.0533
H3 6.90825 2.31219 -1.07518  0.0474
H4 4.62961 1.01364 0.02790  0.0757
H5 3.51261 2.73766 -1.79233  0.0055
H6 1.30797 3.00453 -2.49211  0.1133
C5 6.46940 -4.27582 -1.29320  -1.5457
Cl1 5.60288 -5.70716 -1.86331  0.5152
Cl2 7.49084 -4.66228 0.08576  0.5210
Cl3 7.40856 -3.56321 -2.60483  0.4507
H7 5.73287 -3.54748 -0.97626  -0.0206
C6 -1.57222 -0.02467 -0.65195  -1.5439
Cl4 -3.06733 0.71548 -0.08093  0.5247
Cl5 -1.05603 -1.30074 0.45499  0.5506
Cl6 -1.74527 -0.64895 -2.28831  0.5484
H8 -0.81376 0.74469 -0.65575  -0.0312
C7 2.49679 5.33043 0.57737  -1.5169
Cl7 1.55028 6.80719 0.61873  0.5406
Cl8 3.42083 5.20673 -0.93908  0.5761
Cl9 3.58351 5.23573 1.95852  0.5329
H9 1.82029 4.48462 0.61610  -0.0087
C8 -0.44255 8.35471 3.97770  -1.5381
Cl10 -0.86010 8.64793 2.29028  0.5161
Cl11 0.08524 6.68278 4.21680  0.5275
Cl12 0.78373 9.48431 4.53716  0.5296
H10 -1.33552 8.50301 4.57007  0.0116
C9 10.73266 -0.94758 -1.05552  -1.5463
Cl13 9.31569 -1.31333 -0.08062  0.4865
Cl14 10.28589 -0.73378 -2.75252  0.5037
Cl15 11.57275 0.47967 -0.44880  0.5286
H11 11.41354 -1.78607 -0.99470  0.0135
C10 -6.80011 1.99426 -0.38362  -1.5551
Cl16 -7.69514 3.47098 -0.73621  0.5230
Cl17 -5.83863 2.17425 1.08399  0.5136
Cl18 -7.87368 0.60259 -0.24836  0.4950
H12 -6.12369 1.80685 -1.20830  0.0080
C11 3.83573 6.79996 5.64198  -1.5606
Cl19 4.01676 8.54909 5.72713  0.5157
Cl20 5.19304 6.06729 4.78307  0.5044
Cl21 3.66153 6.10131 7.25029  0.5326
H13 2.93180 6.58659 5.08384  -0.0353
C12 -9.54947 0.11784 -3.67413  -1.5533
Cl22 -10.43889 -0.11558 -5.18329  0.5475
Cl23 -8.46085 -1.23343 -3.37418  0.5203
Cl24 -8.68457 1.65173 -3.68894  0.5289
H14 -10.27285 0.15298 -2.86950  0.0036
C13 -1.43136 -2.31505 4.21908  -1.5683
Cl25 -1.26133 -4.02416 3.82009  0.5225
Cl26 -3.01222 -1.98723 4.92829  0.5128
Cl27 -0.13426 -1.78358 5.28892  0.5255
H15 -1.35698 -1.74970 3.29980  -0.0392
C14 9.59509 -5.23698 -5.88971  -1.5529
Cl28 8.40652 -6.24074 -5.06571  0.5233
Cl29 9.21843 -5.08507 -7.60567  0.5282
Cl30 9.71968 -3.64854 -5.12996  0.4965
H16 10.55971 -5.71862 -5.80154  0.0104
C15 -10.45881 -2.28404 1.50894  -1.5421
Cl31 -10.13609 -1.85970 -0.17354  0.4996
Cl32 -11.69528 -3.52790 1.62881  0.5462
Cl33 -8.96192 -2.79045 2.29729  0.5476
H17 -10.81872 -1.39692 2.01308  0.0157
C16 5.48668 -8.15144 2.62585  -1.5580
Cl34 3.88365 -8.38034 3.32404  0.5251
Cl35 5.38183 -7.65446 0.94031  0.5022
Cl36 6.42216 -6.98495 3.56443  0.5179
H18 6.00500 -9.10006 2.66691  0.0095
C17 -12.15641 -2.46957 -7.58927  -1.5770
Cl37 -11.47090 -3.14595 -9.06579  0.5278
Cl38 -13.69380 -1.66828 -7.91403  0.5228
Cl39 -12.33818 -3.70712 -6.34923  0.5236
H19 -11.46800 -1.72397 -7.21598  -0.0478
C18 -7.81283 -2.64398 5.90625  -1.5737
Cl40 -7.44248 -4.36301 5.78251  0.5247
Cl41 -9.28407 -2.37984 6.84226  0.5248
Cl42 -6.45591 -1.75210 6.59318  0.5195
H20 -7.98766 -2.26755 4.90733  -0.0437


Formula: C18H20Cl8N4
Source: the OMol25 dataset
Level of theory: ωB97M-V with the def2-TZVPD basis set

Its multiplicity is 1. The highest occupied orbital energy is -7.8458 eV. The calculation puts the frontier orbital gap at 8.069 eV. As for the energy above the lowest of the compared OMol25 structures with the same formula, charge and spin: 0.454 eV. Its net charge is 0. The electronic energy is -4598.3547 hartree.

Each line ends with the Löwdin charge.
CARTESIAN COORDINATES (ANGSTROEM)
C1 -19.71704 -21.16550 -2.62480  -2.0576
Cl1 -21.00907 -20.07242 -2.19271  0.5102
Cl2 -19.35626 -21.91176 -1.08392  0.5326
Cl3 -20.35397 -22.32151 -3.82718  0.5243
Cl4 -18.34960 -20.27602 -3.31377  0.5351
C2 -22.80811 -18.75310 -6.84601  -1.9747
Cl5 -22.80472 -18.80720 -8.60413  0.5609
Cl6 -23.36058 -20.37928 -6.27353  0.5007
Cl7 -21.18431 -18.44854 -6.18584  0.5216
Cl8 -23.86142 -17.40015 -6.32609  0.5102
N1 -18.05249 -18.87826 -12.11764  0.0086
C3 -19.27225 -19.15555 -11.67739  -0.1736
C4 -19.68380 -18.18271 -10.73564  -0.1208
C5 -18.55744 -17.36371 -10.48641  -0.0860
C6 -17.59688 -17.77983 -11.46707  -0.1208
H1 -17.43734 -19.34832 -12.76629  0.1108
H2 -19.79454 -20.02338 -12.05221  0.1099
H3 -20.58036 -18.21250 -10.13422  0.0413
H4 -18.57760 -16.52331 -9.80838  0.0882
H5 -16.59776 -17.42777 -11.67734  0.1040
N2 -15.79425 -21.23398 -14.55720  0.0207
C7 -14.69747 -20.53864 -14.09711  -0.1322
C8 -14.78312 -20.41723 -12.75957  -0.1319
C9 -15.95071 -20.97527 -12.36680  -0.1634
C10 -16.60714 -21.51711 -13.46625  -0.1089
H6 -15.91263 -21.38890 -15.54821  0.1482
H7 -13.96075 -20.23182 -14.82477  0.1126
H8 -14.01246 -20.08914 -12.07777  0.1109
H9 -16.29599 -21.07126 -11.34799  0.0765
H10 -17.49249 -22.12162 -13.59711  0.1114
N3 -20.71616 -22.75816 -9.20148  0.0220
C11 -21.54711 -21.79454 -9.74704  -0.1458
C12 -22.77107 -22.42597 -9.98906  -0.1213
C13 -22.62886 -23.80258 -9.66913  -0.1326
C14 -21.41256 -23.97048 -9.08468  -0.1238
H11 -19.72892 -22.60894 -9.04924  0.0645
H12 -21.23659 -20.76750 -9.87017  0.0559
H13 -23.70031 -22.00090 -10.33869  0.0840
H14 -23.34340 -24.59542 -9.83422  0.0887
H15 -20.85401 -24.75760 -8.60005  0.1021
N4 -18.20240 -20.48333 -8.83451  0.0476
C15 -18.49916 -20.44230 -7.47660  -0.0904
C16 -18.26772 -21.73436 -6.99662  -0.1094
C17 -17.88997 -22.52604 -8.07221  -0.1543
C18 -17.82377 -21.74342 -9.18423  -0.1754
H16 -18.29353 -19.82073 -9.59132  0.0944
H17 -18.76369 -19.46497 -7.10078  0.0668
H18 -18.57329 -22.10118 -6.02787  0.0470
H19 -17.69476 -23.58423 -7.97982  0.1083
H20 -17.58273 -22.02574 -10.19843  0.1032


Which value of net charge does entry 4 give?
0


What is the formula in the third record?
C18H20Cl42I2O3